Entry 1:
Below is C12H24NO15Tl as an isolated structure, with properties calculated with the ωB97M-V functional and the def2-TZVPD basis.

Geometry as XYZ:
```
53
Properties=species:S:1:pos:R:3
H 1.866 -7.502 5.539
C 3.168 -0.614 -0.124
H 3.950 4.303 -0.801
H 1.635 -2.646 2.804
C 4.918 3.807 -0.869
H -3.007 5.746 -4.116
H -3.137 5.635 -2.288
O 2.931 -5.875 4.756
O 3.912 0.343 -0.825
H -4.054 -2.097 0.115
O -3.875 0.915 -0.425
H -6.377 1.796 -1.793
O -3.623 -1.061 -1.563
O 2.913 -4.103 3.401
H -2.835 -2.789 -0.613
H 0.407 1.310 -2.555
C -3.394 5.201 -3.254
H 3.577 -7.600 5.780
H -6.142 1.565 -3.493
C 3.897 1.616 -0.362
O -0.147 -1.072 1.570
O 3.309 1.997 0.653
H 2.086 -0.484 -0.093
H -1.127 0.851 -1.741
O -2.644 3.983 -3.380
H -0.043 2.074 -1.063
O -1.065 2.552 -2.807
H -2.588 -1.331 0.458
H 2.055 -3.851 1.521
C -0.452 1.670 -1.989
C 2.495 -5.386 3.597
C -5.605 1.644 -2.548
C 2.394 -3.324 2.413
C -4.060 0.222 -1.452
H 5.671 4.003 -0.107
Tl -2.944 2.873 1.803
O -1.157 0.689 1.002
C 2.820 -7.221 5.093
H -5.045 2.573 -2.443
O 1.636 -5.938 2.831
H 3.740 -0.646 0.803
C -2.001 3.408 -2.285
O 0.839 0.794 1.731
H -4.438 4.892 -3.302
O -2.239 3.539 -1.044
C -3.138 -1.769 -0.375
O 4.715 2.453 -1.157
H 3.272 -7.700 4.224
H 3.226 -2.672 2.148
H 3.198 -1.622 -0.540
O -4.794 0.498 -2.549
H 5.452 4.204 -1.733
N -0.151 0.147 1.445
```

Values from the calculation:
Charge ... +1
LUMO level (alpha / beta) ... -4.0512 / -7.8189 eV
Kohn-Sham gap (alpha / beta) ... 8.20 / 4.43 eV
2S+1 ... 2
⟨S²⟩ ... 0.76

Entry 2:
Below is one molecule with the formula C5H6N2, with properties calculated with the ωB97M-V functional and the def2-TZVPD basis.

Geometry as XYZ:
```
13
Properties=species:S:1:pos:R:3
C -1.308 0.383 1.065
H 1.312 -0.783 -2.144
C 0.895 -0.459 -1.157
H -1.557 0.293 2.037
H -1.035 -1.088 -1.761
N -0.285 1.467 0.799
N 0.862 1.338 0.465
H 2.661 0.467 -0.235
H 0.260 -1.084 0.958
C -0.397 -0.847 -0.919
H -2.337 0.701 0.533
C 1.521 0.378 -0.158
C -0.593 -0.768 0.516
```

Values from the calculation:
Structure (SMILES) ... C1=CCN=NC=C1
Charge ... 0
LUMO level (alpha / beta) ... -0.5150 / -0.5151 eV
Kohn-Sham gap (alpha / beta) ... 7.74 / 7.75 eV
Energy above the lowest of the compared OMol25 structures with the same formula, charge and spin ... 540.4 kJ/mol

Entry 3:
Below is an isolated ion of composition C6H10NS and charge +1, with properties calculated with the ωB97M-V functional and the def2-TZVPD basis.

Geometry as XYZ:
```
18
Properties=species:S:1:pos:R:3
N -1.053 -2.306 0.451
H -1.502 -0.645 -1.413
H -0.789 -2.389 -0.582
C -0.830 -0.818 0.546
C 1.481 1.424 -0.044
H -1.824 1.928 -0.916
H 0.067 2.931 -0.559
S -0.298 -0.256 2.166
C 2.035 0.318 -0.569
C 0.202 1.897 -0.440
C -1.142 -0.158 -0.558
C -0.992 1.280 -0.588
H -0.424 -2.885 0.986
H 2.010 2.050 0.632
H 1.394 -0.255 -1.233
H -1.962 -2.601 0.668
H 0.675 0.441 1.751
H 2.953 0.046 -0.299
```

Values from the calculation:
Structure (SMILES) ... C=C/C=C\C=C(\[NH3+])S
Charge ... +1
LUMO level ... -3.6586 eV
Kohn-Sham gap ... 9.15 eV
Energy above the lowest of the compared OMol25 structures with the same formula, charge and spin ... 195.0 kJ/mol

Entry 4:
Below is C12H17N4O4OsPS2 as an isolated structure, with properties calculated with the ωB97M-V functional and the def2-TZVPD basis.

Geometry as XYZ:
```
41
Properties=species:S:1:pos:R:3
H 3.832 2.577 1.114
H -1.579 0.288 -4.114
H 3.432 1.612 -3.031
C -0.101 1.038 2.845
O 1.516 2.903 0.074
Os 0.467 -0.192 0.226
H -3.093 0.979 -4.716
H 5.076 1.438 0.533
H -3.167 -0.273 -3.472
O 3.249 1.176 -0.327
C 4.040 1.548 0.833
C 2.529 2.214 -3.011
H -0.676 2.060 4.628
C 0.828 4.058 -0.494
O 3.547 -3.094 -0.296
C 1.213 -0.878 3.070
H 0.592 3.880 -1.540
H -1.488 2.665 2.161
H 2.742 3.224 -2.668
N -1.536 2.029 -0.280
H 2.054 2.235 -3.985
C -0.117 1.233 4.212
N -0.810 1.382 0.688
N 0.579 0.005 2.277
C -1.705 1.300 -1.336
H -0.085 4.221 0.068
H 3.818 0.865 1.652
C -0.867 1.818 1.894
P 1.743 1.503 -0.577
H 1.721 -1.695 2.580
C 0.565 0.338 5.025
C 1.228 -0.733 4.444
H 0.568 0.469 6.098
H 1.761 -1.458 5.043
S -2.595 1.933 -2.650
C -2.592 0.573 -3.839
H 1.502 4.901 -0.385
S -1.099 -0.383 -1.318
C 2.658 -2.369 -0.163
N 1.716 -1.618 -0.025
O 1.554 1.576 -2.118
```

Values from the calculation:
Charge ... +2
LUMO level ... -8.8307 eV
Kohn-Sham gap ... 6.31 eV
Energy above the lowest of the compared OMol25 structures with the same formula, charge and spin ... 0.0 kJ/mol

no.,E_tot (eV)
1,-49714.0943
2,-8256.7574
3,-18699.8911
4,-60282.9496